A cluster of 2 separate species, H2N2O3S in total in a non-equilibrium geometry. Source: the Open Molecules 2025 dataset; level of theory: ωB97M-V/def2-TZVPD.

Kohn-Sham gap (alpha / beta) (eV): 8.631 / 8.536
Strongest force on any atom (eV Å⁻¹): 5.6
Calculated total energy (Ha): -734.3963
LUMO energy (alpha / beta) (Ha): -0.0498 / -0.0498
Relative energy (zero: lowest compared OMol25 entry of this formula, charge and spin) (kJ/mol): 380.9

Atoms and positions in Å:
N -1.08 0.86 0.16
N -1.81 -1.30 -0.02
O 1.30 -0.52 0.13
O 3.36 0.73 0.22
O -1.47 -0.18 -0.48
S 2.25 0.27 -0.57
H -0.66 1.51 -0.41
H -1.89 -1.39 0.97